206
Properties=species:S:1:pos:R:3:forces:R:3 method="wB97M-V/def2-TZVPD" energy_ev=-177788.3106 e_homo_ev=-7.86 smiles="CN(C)P(=O)(N(C)C)N(C)C.CN(C)P(=O)(N(C)C)N(C)C.CN(C)P(=O)(N(C)C)N(C)C.CN(C)P(=O)(N(C)C)N(C)C.CN(C)P(=O)(N(C)C)N(C)C.CN(C)P(=O)(N(C)C)N(C)C.O=C1CCCO1.O=C1CCCO1.ClCCCl" fmax_ev_per_a=4.4 mol_weight_g_mol=1346.364 orbital_gap_ha=0.293
Cl -0.237 -0.327 7.732 -1.873 -0.631 -0.911
Cl 0.124 3.065 6.996 0.194 -0.444 -0.047
P -2.199 -0.835 -6.711 -0.176 -0.548 0.007
P -5.790 2.921 -2.515 2.365 -1.784 0.252
P -2.036 -7.813 2.933 1.450 -1.413 -1.427
P 3.865 -4.668 -1.899 -2.941 0.170 0.338
P 0.974 0.345 1.790 0.518 -0.675 -1.797
P 4.686 7.013 0.532 -1.567 -2.071 1.051
O -0.945 -0.143 -7.138 -1.431 -0.572 -0.038
O -0.785 -7.813 3.771 -1.672 0.263 -1.066
O 2.738 -4.601 7.105 -0.732 0.944 0.279
O 2.216 6.809 5.073 0.155 1.629 0.173
O -5.838 2.067 -3.768 -0.159 2.298 1.503
O 2.202 -0.528 1.534 -1.953 1.589 0.875
O 2.257 -2.567 6.082 0.947 -1.267 -0.066
O 3.323 7.060 1.193 1.967 -0.179 -0.080
O 2.211 9.141 4.838 -0.760 -3.117 -1.041
O 4.036 -6.011 -2.465 0.531 -0.311 0.001
N 2.167 -4.270 -1.954 1.312 -0.315 1.303
N -1.729 -7.988 1.265 0.047 -0.119 0.250
N 4.444 -4.359 -0.331 -0.198 1.215 -1.527
N -5.883 1.899 -1.124 -0.052 1.867 0.563
N -2.872 -6.383 3.048 -1.130 0.938 1.519
N -6.925 4.146 -2.294 -0.177 0.348 -0.725
N 1.041 1.666 0.632 1.245 -3.450 0.258
N -0.524 -0.557 1.598 1.107 3.101 1.004
N 0.856 1.022 3.304 -0.566 1.056 -0.605
N 4.852 5.509 -0.300 -0.661 0.678 1.039
N 6.034 7.110 1.607 -1.654 0.953 -1.067
N -3.088 -9.131 3.095 -1.137 0.654 0.999
N -3.634 -0.414 -7.545 0.119 0.252 0.303
N 4.368 -3.495 -2.896 1.247 0.549 -1.230
N -4.266 3.742 -2.275 -1.427 -1.450 -1.019
N 4.857 8.202 -0.637 0.647 -0.226 1.173
N -2.129 -2.529 -7.045 0.491 -0.400 1.121
N -2.588 -0.560 -5.024 -1.635 -0.746 -0.687
C 5.856 -4.046 -0.197 0.624 0.151 -0.025
C 1.765 1.372 -0.655 0.122 -0.735 1.707
C 2.003 -3.398 3.803 0.471 -2.006 0.445
C -2.918 0.816 -4.733 0.631 1.308 -0.554
C 0.918 2.095 8.307 -1.076 -0.950 -0.033
C 0.870 6.230 3.370 -1.753 -2.372 -3.268
C 4.392 -2.078 -2.509 -0.465 -0.992 -1.275
C 1.056 7.695 3.243 -0.270 1.627 0.545
C 0.113 2.695 0.529 -1.795 1.549 -0.339
C 4.901 -3.743 -4.226 1.382 -0.236 -0.587
C 4.044 8.224 -1.850 0.986 -1.190 0.299
C -3.665 3.966 -0.967 -0.608 -0.080 -0.972
C -2.820 -8.092 0.245 1.329 -0.116 1.100
C -2.724 -10.450 2.542 -0.178 0.766 -0.321
C 4.978 9.529 -0.042 0.514 -0.593 0.327
C -5.069 0.709 -0.891 -0.162 0.382 -2.166
C 1.510 -4.537 -3.218 -0.224 0.351 -0.117
C 5.810 5.352 -1.396 -0.520 -0.574 1.104
C 1.873 8.041 4.398 2.486 0.441 3.040
C -1.783 -1.094 -3.931 1.571 -1.461 -1.913
C -0.351 1.760 3.815 0.698 -0.852 0.009
C -3.116 -3.455 -6.510 -1.481 0.016 0.400
C 6.088 6.874 3.064 -1.535 -0.121 -0.998
C -7.096 1.798 -0.363 -1.516 0.629 -0.171
C -3.549 4.387 -3.382 -0.538 -0.377 0.391
C -2.085 -5.186 3.335 0.200 -0.064 1.403
C 2.042 1.339 4.094 -0.492 -0.860 0.622
C -0.822 -1.612 2.581 0.903 -0.763 -0.966
C 3.802 -4.879 0.833 -0.245 -2.063 0.314
C 2.405 -3.961 6.153 1.871 0.838 -1.118
C -4.036 -6.004 2.245 1.537 -0.126 -1.617
C -3.952 -9.216 4.334 1.243 1.291 -0.909
C -4.981 -0.786 -7.057 0.301 -0.365 -0.181
C -6.854 4.918 -1.058 -0.045 0.457 0.710
C -0.387 -7.738 0.711 -0.279 -0.226 1.097
C 2.372 -4.537 4.715 0.111 0.388 2.666
C 1.182 0.583 7.961 2.247 1.445 0.669
C -1.043 -0.824 0.253 -0.039 -0.277 1.067
C -7.172 5.030 -3.471 -0.321 -1.192 -0.886
C -1.462 -3.035 -8.256 1.234 0.141 0.347
C 7.337 7.064 1.011 0.607 -0.166 0.144
C 1.860 5.616 4.293 0.982 2.141 1.152
C -3.698 0.714 -8.463 1.051 1.136 -0.456
C 1.764 -2.271 4.746 -1.573 0.049 0.725
C 4.072 4.273 0.179 0.636 1.314 -0.887
C 1.457 -3.436 -0.986 0.676 -0.580 -0.228
H 3.041 4.367 -0.161 -0.215 0.238 0.665
H 5.320 -4.727 -4.434 -0.203 -0.315 0.918
H -0.571 -1.436 3.627 -0.028 0.761 -0.291
H -0.704 1.220 4.693 -0.801 -0.553 -0.396
H 1.722 2.764 8.614 0.299 -0.820 0.101
H -1.047 1.948 2.997 -0.246 -0.434 0.530
H -1.803 -0.619 -2.950 -0.619 0.253 -0.381
H -1.843 -2.637 -9.196 -0.023 0.084 0.041
H -2.660 -4.366 3.765 -0.936 0.018 -0.606
H 2.887 -3.246 3.184 -0.775 0.276 -0.696
H -6.439 5.920 -1.171 0.104 0.137 -0.590
H 4.287 -3.608 -5.117 -0.995 0.461 0.436
H 6.508 -4.888 -0.430 0.042 -0.178 -0.181
H 2.956 0.881 3.717 -0.167 0.110 -0.201
H -1.842 -1.995 2.529 -0.255 0.525 -0.147
H -0.377 -2.944 -8.193 0.133 1.296 -0.110
H 6.897 7.406 3.564 0.460 -0.303 -0.471
H 0.696 -4.090 -0.561 -0.387 0.501 0.559
H -3.822 4.020 -4.371 -0.337 -0.215 0.180
H 5.805 6.227 -2.047 -0.354 -0.430 -0.446
H 1.352 0.469 -1.106 -0.259 0.229 -0.545
H -1.541 -4.800 2.473 0.245 -0.095 -0.082
H -3.063 -4.485 -6.862 0.630 0.236 -0.465
H -3.355 -9.302 5.241 0.084 -0.885 0.047
H -1.258 0.002 -0.426 0.508 0.614 0.469
H -8.135 5.541 -3.451 0.071 0.109 0.720
H -7.269 4.435 -4.380 0.061 -0.524 0.150
H 6.117 -3.756 0.821 -0.429 -0.036 0.157
H 0.447 -4.356 -3.061 -0.165 -0.393 -0.102
H -2.482 4.186 -3.279 0.143 0.278 0.055
H -0.350 -1.502 -0.244 -0.604 -0.472 -0.305
H -4.983 -1.511 -6.243 0.381 0.492 0.189
H 6.843 5.247 -1.067 0.144 -0.237 0.170
H 6.167 -3.192 -0.797 -0.168 -0.124 -0.255
H 3.630 -1.839 -1.767 0.735 -0.182 0.681
H 3.719 -5.964 0.771 -0.391 -0.455 -0.383
H 7.836 6.096 1.039 -0.143 -0.545 0.399
H 1.020 -2.507 -1.351 -0.244 -0.127 -0.760
H 1.701 -5.514 -3.660 -0.096 -0.296 0.634
H -0.777 -1.026 -4.346 0.764 0.161 0.768
H 5.208 7.276 3.568 -0.332 -0.296 -0.246
H 4.384 3.350 -0.310 0.705 0.261 -0.257
H 1.789 -3.865 -4.030 0.291 0.605 0.002
H -7.339 0.788 -0.032 0.168 -0.266 -0.502
H -3.547 1.059 -3.877 -0.395 -0.878 0.003
H 2.128 -1.370 4.252 -0.136 0.378 0.991
H 2.818 5.288 3.887 -0.261 -0.206 -0.520
H -1.471 -5.332 4.223 0.765 -0.582 -0.546
H -0.261 -6.677 0.495 0.123 -0.010 -0.704
H -2.885 3.214 -0.847 0.244 0.147 0.641
H 1.645 -5.313 4.955 0.270 -0.691 -1.297
H 7.915 7.719 1.664 0.689 0.343 -0.779
H 5.453 4.390 -1.764 0.635 0.331 -1.266
H 4.029 -1.513 -3.367 0.349 0.191 -0.241
H 5.798 9.485 0.674 0.131 0.425 -0.125
H -1.775 -10.780 2.965 -0.178 -0.508 -0.028
H -3.254 4.976 -0.998 0.231 0.019 0.412
H 4.078 9.737 0.537 -0.196 0.602 -0.231
H -7.912 2.158 -0.990 -0.348 -0.133 0.204
H -5.562 0.087 -6.760 0.071 0.108 0.123
H -6.227 4.515 -0.262 -0.248 -0.574 -0.284
H 1.528 8.134 2.364 -0.016 -0.590 -0.216
H 1.467 4.848 4.960 -0.075 0.199 0.061
H 1.767 2.241 -1.313 -0.125 -0.143 0.112
H 2.782 -4.525 0.986 0.337 0.369 0.337
H 0.381 -7.970 1.449 -0.229 0.032 0.343
H -4.369 -8.219 4.482 -0.601 -0.089 -0.269
H -0.199 -2.451 2.271 0.016 -0.511 0.229
H 2.162 2.402 4.305 0.045 0.139 -0.431
H 1.619 0.022 8.787 0.385 0.868 0.478
H -4.570 0.772 -9.115 -0.530 -0.437 0.672
H 3.417 -4.815 4.579 -0.363 -0.889 -0.060
H 2.150 -3.041 -0.244 -0.038 -0.407 0.289
H 3.573 7.243 -1.907 -0.378 0.208 -0.422
H 0.582 3.663 0.706 -0.171 0.312 0.217
H -2.673 -10.442 1.453 0.479 0.414 -0.003
H -5.516 0.013 -1.600 0.351 -0.940 0.266
H 1.068 -3.754 3.371 0.375 0.742 -1.026
H 7.339 7.282 -0.056 -0.038 0.763 0.203
H 1.925 0.433 7.178 -0.433 0.166 -0.408
H -7.846 5.066 -0.632 -0.161 -0.140 -0.063
H 4.195 4.076 1.244 -0.322 0.380 0.015
H -4.606 -6.854 1.869 -0.545 0.255 0.921
H -3.802 -8.210 0.701 0.269 -0.148 0.040
H -2.569 -8.994 -0.314 -0.346 0.154 -0.541
H -4.449 3.909 -0.213 0.578 -0.200 0.197
H -5.167 0.336 0.129 0.330 0.327 -0.074
H 0.131 2.040 9.059 0.287 0.344 0.243
H -4.055 0.882 -1.250 0.225 -0.097 0.479
H -3.570 -11.124 2.679 0.242 -0.161 0.707
H -0.149 -8.426 -0.100 -0.328 0.360 -0.443
H -0.143 5.874 3.554 -0.217 0.607 0.872
H 6.111 5.786 3.127 0.375 0.004 1.016
H -0.797 2.592 1.120 0.305 -0.041 0.577
H -1.382 -4.120 -8.323 -1.338 -0.248 0.333
H -2.828 -7.193 -0.371 -0.012 -0.124 -0.301
H 5.753 -3.087 -4.403 0.179 0.305 0.130
H -5.517 -1.309 -7.849 -0.100 0.184 -0.305
H -1.917 -2.173 -3.864 -0.381 -0.038 0.447
H 2.773 1.075 -0.367 0.161 0.274 -0.277
H 1.786 0.872 5.045 0.599 0.072 0.465
H 0.940 5.782 2.379 0.583 -0.029 -0.325
H -1.972 1.314 -4.519 0.287 0.520 -0.061
H 5.188 10.218 -0.860 -0.104 0.302 0.366
H 4.805 8.304 -2.626 -0.576 0.233 -0.675
H -6.390 5.732 -3.758 0.304 0.242 0.775
H -0.153 2.700 4.330 0.836 0.398 -0.758
H -4.135 -3.145 -6.741 -0.114 -0.084 -0.393
H -0.341 2.756 -0.461 0.178 -0.048 -0.496
H -3.548 1.672 -7.964 -0.636 0.252 0.397
H -2.919 0.819 -9.218 0.626 -0.994 0.180
H -4.526 -5.089 2.578 -0.566 -0.694 0.844
H -2.032 -1.194 0.524 -0.015 -0.777 -0.870
H -3.786 5.450 -3.335 0.490 0.296 -0.220
H 0.705 -2.326 4.999 -0.327 1.141 -0.753
H -3.349 1.337 -5.588 -0.122 -0.151 -0.048
H -3.185 -3.591 -5.431 0.742 0.495 0.348
H 3.332 9.049 -1.876 -0.046 -0.170 0.102
H 5.457 -1.906 -2.350 -0.293 1.088 0.665
H 4.468 -4.870 1.695 -0.225 1.055 0.167
H -3.604 -5.624 1.319 0.075 0.153 -0.665
H -7.155 2.371 0.562 0.461 0.396 0.161
H 0.217 8.341 3.500 -0.757 -0.362 -0.576
H -4.713 -9.983 4.188 0.126 0.164 0.246


97
Properties=species:S:1:pos:R:3:forces:R:3 method="wB97M-V/def2-TZVPD" charge=+1 energy_ev=-116885.4206 e_homo_ev=-10.92 fmax_ev_per_a=5.5 mol_weight_g_mol=1028.757 orbital_gap_ha=0.218
S 0.648 -2.233 -4.989 0.191 -1.338 -0.930
F -3.248 -2.408 3.823 3.434 -1.252 -0.821
F -2.740 1.089 -2.257 2.234 -2.070 1.633
F -3.733 0.315 0.006 2.348 -2.658 -1.589
F -2.253 -0.515 1.762 0.288 -2.604 -2.410
F -1.062 1.123 -0.742 -1.536 -2.463 -1.528
F -3.937 -3.015 1.097 3.551 0.803 -0.108
F -2.237 -3.704 -0.235 -0.281 2.222 2.455
F -0.649 -1.418 0.437 -3.222 0.016 -0.035
F -2.344 -4.934 2.207 1.025 3.172 -0.311
F -3.689 -1.503 -1.337 2.456 1.695 1.504
F -1.757 -4.002 4.531 -0.809 2.683 -2.261
F 0.595 1.118 -3.075 -0.405 -3.046 0.970
F -1.069 -2.051 -2.301 0.040 2.965 -0.168
F 1.245 -0.372 -1.443 -2.299 0.245 -2.675
F -1.704 -0.478 -3.820 2.347 -0.485 2.624
F -0.383 -3.842 1.902 -3.459 1.128 0.437
F -0.915 -2.038 3.778 -3.346 -1.822 -0.510
O -7.990 3.530 -1.545 0.243 0.212 0.134
O 3.846 -0.300 -3.987 -1.253 1.321 1.055
O -4.918 7.357 0.546 -0.155 -0.269 -0.128
O 4.617 -1.896 1.454 -0.021 -0.145 0.032
O 5.463 -5.558 5.243 -0.057 0.275 -0.291
N 2.592 -3.366 -3.715 -1.043 -0.292 -3.382
C 2.550 -0.313 -4.617 0.074 0.232 -1.033
C 8.355 -5.110 2.257 -0.189 0.045 0.085
C 6.953 -3.420 1.260 0.210 -0.128 -0.039
C -4.341 4.721 1.270 0.124 -0.219 0.098
C -2.077 -1.384 0.632 1.226 1.259 1.305
C -2.519 -2.890 0.919 -1.459 -1.941 -1.308
C 2.084 -2.236 -2.833 1.295 -1.441 0.976
C -6.666 6.818 -0.927 -0.227 0.174 -0.221
C 1.858 -2.167 4.590 0.266 0.003 -0.097
C -7.269 4.401 -1.091 -0.646 -0.650 -0.425
C 8.110 -4.190 1.239 -0.174 0.063 0.053
C 3.983 3.374 -2.368 0.180 -3.072 1.278
C -5.987 2.728 0.228 0.181 -0.118 0.141
C -1.008 -0.646 -2.573 -1.063 -0.910 -1.021
C -1.849 0.242 -1.510 -1.598 1.848 -0.475
C -8.418 6.140 -2.445 -0.100 0.200 -0.124
C 2.057 -3.150 5.557 0.190 -0.071 -0.113
C -7.840 8.472 -2.233 0.108 -0.134 0.108
C -8.608 7.466 -2.817 0.098 -0.154 0.122
C -1.988 -2.969 3.584 1.360 -0.273 2.283
C 4.086 -3.834 4.443 -0.351 0.152 0.134
C 4.189 3.054 -0.850 -0.061 -3.342 -2.244
C 2.763 -2.027 3.543 -0.226 0.020 0.161
C 5.285 -4.701 4.396 0.154 -0.736 0.777
C 4.336 1.576 -0.421 -0.750 0.885 -3.907
C 7.434 -5.273 3.285 0.191 -0.032 -0.135
C -6.192 4.061 -0.133 0.269 -0.207 0.238
C 4.226 0.489 -1.515 -0.387 1.467 -1.149
C 3.878 2.265 -3.447 0.430 -1.091 3.099
C 6.268 -4.507 3.306 0.327 -0.004 -0.246
C -6.870 8.150 -1.290 -0.130 0.112 -0.154
C 4.825 -2.715 2.337 -0.117 0.519 -0.510
C 3.876 -2.864 3.464 -0.252 0.085 0.168
C -4.958 2.395 1.101 -0.251 0.315 0.041
C -1.779 -3.613 2.136 0.367 -2.915 0.172
C 3.169 -3.982 5.486 -0.187 0.106 0.039
C -7.451 5.814 -1.494 -0.087 0.312 -0.161
C -5.377 5.060 0.398 0.163 -0.372 0.150
C 6.034 -3.569 2.300 0.266 -0.113 -0.127
C 0.535 -0.269 -2.690 1.282 2.392 -0.418
C 1.966 -3.504 -4.892 -0.134 1.626 2.595
C 1.400 -1.075 -3.759 2.369 -2.479 1.422
C -2.847 -0.655 -0.585 -1.916 1.471 0.325
C -5.602 6.480 0.047 0.494 0.774 0.364
C -4.130 3.391 1.617 -0.125 0.175 -0.127
C 3.977 0.752 -3.024 0.442 4.333 3.366
H 6.770 -2.702 0.467 -0.084 -0.021 0.201
H 8.826 -4.070 0.432 -0.073 0.000 0.093
H 2.208 0.727 -4.956 0.364 -1.423 0.809
H 3.729 2.515 -4.560 0.290 -0.253 2.022
H 7.628 -5.995 4.072 -0.186 0.136 -0.044
H 2.599 -1.261 2.791 0.149 -0.149 0.026
H -9.356 7.717 -3.562 0.071 -0.037 0.090
H 0.998 -1.512 4.651 0.247 -0.049 0.053
H 2.229 -4.319 -5.653 -0.678 1.367 1.173
H 1.347 -3.264 6.370 0.087 0.007 -0.082
H 4.236 3.851 -0.035 -0.078 -1.103 -1.588
H 9.265 -5.702 2.247 -0.107 0.059 0.009
H -6.626 1.948 -0.174 -0.008 0.231 -0.039
H -3.694 5.492 1.678 -0.204 0.022 -0.130
H 3.356 -4.037 -3.495 -0.651 0.988 0.223
H -3.320 3.129 2.291 -0.088 0.046 -0.048
H 1.365 -2.817 -2.143 0.755 1.498 -0.926
H -7.995 9.507 -2.518 0.024 -0.111 0.042
H 3.903 4.476 -2.641 0.105 -1.819 0.175
H -6.272 8.937 -0.842 0.007 -0.228 0.021
H -4.798 1.361 1.378 -0.193 0.291 0.157
H 3.025 -1.965 -2.252 -1.619 0.300 -0.689
H 4.490 1.217 0.663 -0.254 0.800 -1.993
H -9.022 5.362 -2.900 0.152 -0.003 0.176
H 3.322 -4.743 6.245 0.136 0.069 -0.181
H 2.673 -0.929 -5.587 -0.023 1.011 1.708
H 4.314 -0.610 -1.188 -0.051 1.907 -0.420